# 1
Density functional theory data (ωB97M-V/def2-TZVPD) for a cluster of 6 separate species, C48H60N6O4 in total at a distorted geometry.

Summary:
- SMILES = CCCCCCCc1ccc(CC(=O)N(C)C)c2c1C(=O)c1cccc(COCC)c1C2=O.c1cc[nH]c1.c1cc[nH]c1.c1cc[nH]c1.c1cc[nH]c1.c1cc[nH]c1
- LUMO (eV) = -1.1
- HOMO-LUMO gap (eV) = 6.8

```
! RIJCOSX wB97M-V def2-TZVPD def2/J DEFGRID3
* xyz 0 1
C -1.13 5.07 -2.52
C -0.58 4.81 -1.11
C 0.44 5.84 -0.64
C 1.64 6.05 -1.56
C 2.95 5.49 -1.01
C 2.92 3.97 -0.85
C 3.51 3.23 -2.07
C 2.63 2.16 -2.66
C 2.35 2.20 -4.03
C 1.50 1.28 -4.64
C 0.86 0.27 -3.92
C -0.05 -0.73 -4.59
C -0.81 -0.34 -5.83
O -1.18 -1.19 -6.57
N -1.13 1.05 -6.03
C -2.57 1.26 -5.84
C -0.73 1.44 -7.40
C 1.15 0.20 -2.53
C 2.03 1.12 -1.93
C 2.30 0.93 -0.49
O 3.39 1.12 -0.01
C 1.14 0.50 0.32
C 0.99 0.94 1.63
C -0.11 0.50 2.38
C -1.02 -0.38 1.79
C -0.86 -0.87 0.49
C -1.86 -1.90 0.02
O -1.88 -3.07 0.82
C -0.69 -3.85 0.84
C 0.08 -3.70 2.14
C 0.24 -0.41 -0.27
C 0.53 -0.83 -1.66
O 0.31 -1.94 -2.06
H -1.22 6.14 -2.69
H -0.43 4.70 -3.26
H -2.09 4.59 -2.65
H -1.41 4.79 -0.41
H -0.16 3.81 -1.10
H -0.07 6.78 -0.46
H 0.82 5.52 0.33
H 1.78 7.11 -1.76
H 1.47 5.59 -2.53
H 3.75 5.77 -1.69
H 3.18 5.96 -0.05
H 3.49 3.70 0.03
H 1.91 3.63 -0.66
H 4.47 2.80 -1.79
H 3.70 3.95 -2.85
H 2.80 2.98 -4.62
H 1.32 1.38 -5.69
H 0.55 -1.59 -4.87
H -0.78 -1.12 -3.90
H -2.80 1.33 -4.78
H -2.83 2.21 -6.28
H -3.18 0.50 -6.33
H -1.51 1.23 -8.13
H 0.15 0.89 -7.72
H -0.53 2.50 -7.42
H 1.72 1.61 2.06
H -0.23 0.85 3.39
H -1.86 -0.74 2.36
H -2.85 -1.48 0.14
H -1.74 -2.15 -1.02
H -0.04 -3.63 -0.01
H -0.99 -4.89 0.73
H -0.30 -4.35 2.92
H 0.06 -2.69 2.51
H 1.12 -3.96 1.97
N 4.84 -0.83 1.69
C 4.63 -0.55 3.00
C 5.34 -1.45 3.75
C 6.01 -2.32 2.84
C 5.67 -1.91 1.58
H 4.44 -0.32 0.92
H 4.01 0.29 3.30
H 5.40 -1.48 4.83
H 6.66 -3.14 3.09
H 5.95 -2.30 0.61
N 2.00 -5.55 4.77
C 2.76 -5.99 3.72
C 2.44 -7.30 3.49
C 1.44 -7.67 4.43
C 1.19 -6.57 5.21
H 2.02 -4.63 5.15
H 3.45 -5.33 3.23
H 2.87 -7.93 2.72
H 0.97 -8.63 4.53
H 0.51 -6.42 6.03
N -6.94 2.80 -8.77
C -6.86 2.76 -7.40
C -6.00 1.76 -7.06
C -5.54 1.16 -8.27
C -6.14 1.82 -9.30
H -7.50 3.44 -9.30
H -7.41 3.46 -6.80
H -5.72 1.48 -6.05
H -4.85 0.33 -8.36
H -6.07 1.68 -10.37
N 1.34 -1.70 4.94
C 2.15 -1.89 6.03
C 1.38 -2.40 7.04
C 0.05 -2.52 6.55
C 0.06 -2.09 5.25
H 1.64 -1.35 4.05
H 3.19 -1.64 5.99
H 1.72 -2.65 8.03
H -0.81 -2.89 7.08
H -0.73 -2.03 4.52
N -3.99 -1.22 9.01
C -5.28 -1.41 8.60
C -5.27 -1.51 7.24
C -3.92 -1.38 6.81
C -3.15 -1.20 7.93
H -3.70 -1.11 9.97
H -6.08 -1.46 9.31
H -6.13 -1.67 6.61
H -3.55 -1.41 5.80
H -2.09 -1.06 8.05
*
```

Mulliken atomic charge list, values in e, 2 entries: -1.305, 0.365


# 2
Density functional theory data (ωB97M-V/def2-TZVPD) for a structure of composition C48H61CsN5NaO15 at a distorted geometry.

Summary:
- LUMO (eV) = -3.8
- <S²> = 0.75
- HOMO-LUMO gap (eV) = 1.7

```
! RIJCOSX wB97M-V def2-TZVPD def2/J DEFGRID3
* xyz 1 2
C -1.91 -0.48 -2.28
C -2.94 0.61 -2.03
C -4.26 0.05 -2.59
C -2.56 1.89 -2.79
C -1.77 2.94 -1.97
C -1.56 4.15 -2.91
C -0.38 3.94 -3.86
C -0.64 4.45 -5.30
O -0.26 3.49 -6.28
O -0.54 2.27 -1.61
C 0.33 2.92 -0.86
O 0.27 4.07 -0.53
C 1.49 2.06 -0.49
C 2.13 1.35 -1.49
C 3.22 0.55 -1.19
C 3.66 0.47 0.13
C 3.03 1.21 1.13
C 1.94 2.01 0.83
C -2.66 3.33 -0.79
C -3.52 2.19 -0.18
C -3.40 2.29 1.34
C -5.00 2.41 -0.48
N -3.03 0.85 -0.56
O -1.99 0.49 0.11
H -2.24 -1.37 -1.75
H -0.90 -0.16 -2.04
H -1.91 -0.74 -3.33
H -4.95 0.82 -2.92
H -4.01 -0.54 -3.47
H -4.70 -0.64 -1.88
H -1.87 1.57 -3.57
H -3.40 2.41 -3.23
H -1.36 5.01 -2.28
H -2.49 4.29 -3.45
H -0.12 2.89 -3.95
H 0.49 4.45 -3.46
H -0.05 5.35 -5.45
H -1.69 4.70 -5.43
H 0.60 3.15 -6.02
H 1.78 1.40 -2.51
H 3.72 -0.02 -1.95
H 4.49 -0.17 0.40
H 3.37 1.16 2.15
H 1.42 2.58 1.58
H -3.35 4.06 -1.19
H -2.13 3.83 0.02
H -3.91 1.46 1.82
H -3.91 3.21 1.64
H -2.37 2.37 1.66
H -5.20 3.44 -0.20
H -5.26 2.33 -1.53
H -5.62 1.79 0.15
C -1.93 -5.87 -3.19
C -2.60 -4.65 -3.14
C -3.06 -4.23 -1.72
O -3.59 -3.12 -1.55
C -2.84 -5.14 -0.65
C -2.17 -6.38 -0.72
C -1.63 -6.74 -2.11
O -0.94 -7.76 -2.34
O -1.97 -7.17 0.21
O -2.83 -3.91 -4.11
H -1.57 -6.23 -4.13
H -3.24 -4.81 0.30
C 4.11 -1.07 7.79
C 3.12 -0.53 8.60
C 1.95 -0.06 8.03
C 1.77 -0.11 6.65
C 2.77 -0.63 5.84
C 3.94 -1.12 6.42
C 2.60 -0.65 4.35
O 3.48 -1.11 3.65
C 1.35 -0.09 3.78
C 1.19 -0.06 2.41
C 0.02 0.45 1.85
C -1.00 0.91 2.68
C -0.85 0.89 4.05
C 0.33 0.39 4.61
C 0.48 0.40 6.08
O -0.38 0.81 6.83
H 5.02 -1.45 8.23
H 3.26 -0.49 9.67
H 1.15 0.35 8.64
H 4.71 -1.54 5.78
H 1.97 -0.42 1.76
H -0.11 0.47 0.78
H -1.91 1.30 2.24
H -1.63 1.25 4.70
Cs -0.36 -6.78 -5.20
C -3.61 8.86 0.46
O -5.01 8.82 0.74
C -5.64 7.75 0.27
O -5.12 6.85 -0.35
O -6.92 7.83 0.60
C -7.72 6.73 0.14
H -3.23 9.78 0.90
H -3.10 8.01 0.91
H -3.44 8.88 -0.62
H -7.37 5.80 0.58
H -7.70 6.67 -0.94
H -8.73 6.93 0.48
C 4.32 3.17 10.87
C 5.27 2.00 10.78
O 4.84 0.87 10.80
C 6.74 2.30 10.65
H 3.32 2.74 10.96
H 4.53 3.77 11.75
H 4.38 3.79 9.98
H 7.08 2.87 11.52
H 6.92 2.89 9.75
H 7.29 1.37 10.60
C 0.91 -2.45 -0.37
C 0.67 -3.77 -0.92
N 0.49 -4.78 -1.42
H 0.94 -2.48 0.72
H 1.85 -2.04 -0.72
H 0.11 -1.77 -0.66
N 3.73 -8.58 -8.60
H 3.14 -9.37 -8.34
H 4.10 -8.13 -7.76
H 4.52 -8.94 -9.18
H 3.19 -7.91 -9.14
C 5.58 -11.26 -10.61
O 5.49 -10.21 -9.94
N 5.36 -11.28 -11.94
N 5.91 -12.44 -10.03
H 5.43 -12.11 -12.50
H 5.12 -10.41 -12.39
H 6.09 -12.44 -9.04
H 6.00 -13.29 -10.54
Na 1.62 1.76 10.35
*
```

Mulliken atomic charge list, values in e, 2 entries: -1.357, 2.375


# 3
Density functional theory data (ωB97M-V/def2-TZVPD) for a structure of composition C48H61HgN3OTe at a distorted geometry.

Summary:
- LUMO (alpha / beta) (eV) = 2.2 / 2.2
- <S²> = 0.77
- HOMO-LUMO gap (alpha / beta) (eV) = 4.8 / 6.5

```
! RIJCOSX wB97M-V def2-TZVPD def2/J DEFGRID3
* xyz -1 2
Hg 0.51 -0.67 -0.02
C 1.86 -2.00 -3.10
C 1.83 -3.00 -2.20
C 0.47 -3.55 -2.19
C -0.31 -2.77 -3.16
C 0.53 -1.88 -3.73
C 0.16 -0.93 -4.83
C -1.76 -2.95 -3.50
C 0.01 -4.51 -1.37
C 2.95 -3.42 -1.30
C 3.05 -1.13 -3.39
H -0.42 -0.09 -4.43
H -0.46 -1.43 -5.57
H 1.04 -0.53 -5.33
H -2.27 -1.99 -3.52
H -2.26 -3.58 -2.76
H -1.88 -3.42 -4.48
H 0.70 -5.15 -0.83
H -0.99 -4.91 -1.50
H -0.35 -3.66 0.08
H 3.34 -2.57 -0.75
H 3.78 -3.84 -1.88
H 2.63 -4.17 -0.58
H 3.49 -0.80 -2.45
H 2.76 -0.24 -3.96
H 3.81 -1.67 -3.95
C -0.81 -1.21 3.96
C -1.28 0.21 3.64
C -2.45 0.62 4.53
C -0.13 1.20 3.76
C 0.55 1.33 4.96
C 1.60 2.23 5.09
C 1.99 2.98 3.99
C 1.33 2.89 2.78
C 1.84 3.64 1.56
C 2.22 5.09 1.86
C 3.04 2.87 0.99
C 0.23 2.00 2.66
N -0.41 1.82 1.45
C -1.17 2.71 0.87
C -1.68 2.52 -0.48
N -1.36 1.49 -1.21
C -1.81 1.27 -2.50
C -2.99 0.53 -2.72
C -3.43 0.34 -4.03
C -2.72 0.81 -5.12
C -1.51 1.46 -4.89
C -1.03 1.69 -3.60
C 0.28 2.45 -3.48
C 1.30 1.82 -2.52
C 0.04 3.92 -3.12
C -3.84 -0.08 -1.61
C -3.04 -0.88 -0.59
C -4.73 0.96 -0.92
C -2.54 3.69 -0.79
C -3.28 4.08 -1.88
C -3.97 5.31 -1.82
C -3.93 6.13 -0.72
C -3.18 5.75 0.43
C -3.03 6.46 1.64
C -2.27 5.93 2.66
C -1.60 4.69 2.55
C -1.70 3.99 1.37
C -2.51 4.53 0.34
H -1.61 -1.92 3.75
H -0.51 -1.31 5.00
H 0.03 -1.48 3.32
H -1.61 0.22 2.60
H -2.15 0.67 5.58
H -3.26 -0.11 4.44
H -2.84 1.60 4.24
H 0.26 0.73 5.81
H 2.13 2.33 6.04
H 2.83 3.66 4.09
H 1.06 3.65 0.80
H 3.12 5.15 2.48
H 1.40 5.60 2.37
H 2.42 5.61 0.92
H 3.83 2.78 1.74
H 3.44 3.37 0.10
H 2.72 1.86 0.70
H -4.37 -0.19 -4.20
H -3.09 0.67 -6.12
H -0.93 1.80 -5.73
H 0.73 2.43 -4.48
H 0.97 1.92 -1.49
H 2.26 2.33 -2.63
H 1.43 0.76 -2.73
H -0.29 4.01 -2.09
H -0.73 4.35 -3.77
H 0.96 4.50 -3.24
H -4.51 -0.79 -2.11
H -2.43 -0.23 0.03
H -2.37 -1.59 -1.09
H -3.71 -1.44 0.07
H -4.14 1.62 -0.29
H -5.47 0.45 -0.29
H -5.27 1.56 -1.66
H -3.34 3.47 -2.77
H -4.55 5.62 -2.68
H -4.48 7.06 -0.72
H -3.52 7.42 1.78
H -2.17 6.49 3.58
H -1.01 4.32 3.38
C 3.68 -0.89 4.50
Te 2.90 -0.89 2.48
C 4.87 -0.64 1.64
H 4.27 0.01 4.67
H 4.28 -1.77 4.70
H 2.82 -0.88 5.16
H 5.48 -1.53 1.80
H 5.36 0.22 2.08
H 4.76 -0.47 0.57
O -1.82 -3.22 1.13
N -0.64 -3.16 1.00
*
```

Mulliken atomic charge list, values in e, 2 entries: -0.034, 0.949


# 4
Density functional theory data (ωB97M-V/def2-TZVPD) for a structure of composition C48H61N9OS2Ta.

Summary:
- LUMO (eV) = -9.0
- HOMO-LUMO gap (eV) = 5.6

```
! RIJCOSX wB97M-V def2-TZVPD def2/J DEFGRID3
* xyz 3 1
Ta 0.17 0.20 0.28
C -0.32 5.49 -3.42
C -0.89 5.37 -2.00
C -1.16 3.95 -1.63
C -2.31 3.23 -1.82
C -3.62 3.72 -2.34
C -4.57 4.11 -1.21
C -2.04 1.90 -1.36
N -0.73 1.75 -0.91
C -0.19 3.03 -1.10
C 1.13 3.36 -0.92
C 2.13 2.44 -0.70
C 3.53 2.76 -0.76
C 4.10 4.13 -0.91
C 4.12 4.89 0.41
C 4.19 1.56 -0.69
C 3.20 0.54 -0.57
C 3.46 -0.80 -0.60
C 2.51 -1.80 -0.55
N 1.16 -1.57 -0.31
C 0.62 -2.85 -0.28
C -0.73 -3.13 -0.18
C -1.73 -2.19 -0.31
N -1.51 -0.83 -0.52
C -2.76 -0.36 -0.87
C -3.01 0.92 -1.30
C -3.76 -1.39 -0.82
C -3.12 -2.53 -0.45
C -3.68 -3.91 -0.31
C -3.60 -4.71 -1.61
C -5.19 -1.21 -1.20
C -5.40 -1.22 -2.72
C 1.61 -3.85 -0.48
C 2.80 -3.19 -0.68
C 4.14 -3.76 -1.01
C 4.48 -3.61 -2.50
C 1.35 -5.32 -0.56
C 0.93 -5.76 -1.97
N 1.91 1.08 -0.55
C 5.66 1.32 -0.80
C 6.08 1.06 -2.25
H -0.13 6.54 -3.66
H -1.02 5.10 -4.15
H 0.61 4.94 -3.52
H -1.82 5.93 -1.93
H -0.21 5.82 -1.28
H -4.07 2.97 -2.98
H -3.44 4.59 -2.98
H -4.78 3.27 -0.55
H -5.52 4.46 -1.61
H -4.15 4.92 -0.61
H 1.41 4.39 -1.09
H 3.54 4.69 -1.66
H 5.11 4.05 -1.31
H 3.10 5.02 0.80
H 4.55 5.88 0.28
H 4.71 4.36 1.16
H 4.49 -1.11 -0.72
H -1.03 -4.17 -0.13
H -4.01 1.17 -1.63
H -4.72 -3.84 0.02
H -3.15 -4.44 0.49
H -4.19 -4.24 -2.39
H -3.99 -5.72 -1.46
H -2.58 -4.79 -1.97
H -5.57 -0.27 -0.78
H -5.78 -2.00 -0.75
H -4.84 -0.42 -3.21
H -6.45 -1.09 -2.96
H -5.07 -2.16 -3.16
H 4.15 -4.81 -0.74
H 4.91 -3.28 -0.40
H 3.75 -4.13 -3.12
H 5.46 -4.02 -2.70
H 4.48 -2.56 -2.80
H 0.59 -5.61 0.17
H 2.26 -5.86 -0.27
H 0.03 -5.23 -2.29
H 0.72 -6.82 -1.99
H 1.71 -5.55 -2.69
H 5.96 0.49 -0.17
H 6.19 2.19 -0.42
H 5.58 0.18 -2.65
H 7.15 0.89 -2.31
H 5.83 1.90 -2.89
N 2.43 -2.22 2.24
C 2.63 -0.91 2.39
N 1.77 0.04 2.01
C 2.24 1.29 2.40
C 3.47 1.31 2.96
S 4.07 -0.30 3.12
C 1.27 2.36 2.28
C 1.29 3.61 2.78
S -0.24 4.39 2.55
C -0.83 2.97 1.78
N 0.07 1.99 1.67
N -2.10 2.86 1.39
H 1.53 -2.56 1.96
H 3.10 -2.88 2.59
H 4.02 2.15 3.35
H 2.08 4.11 3.31
H -2.71 3.67 1.41
H -2.43 2.06 0.88
O -0.82 -0.71 1.92
C -0.84 -0.83 3.18
C -1.45 0.19 4.06
C -2.96 -0.22 4.03
C -3.29 -1.70 4.30
C -2.90 -2.70 3.19
C -1.44 -3.16 3.25
N -0.60 -2.02 3.73
H -1.31 1.21 3.72
H -1.06 0.10 5.08
H -3.36 0.07 3.05
H -3.46 0.40 4.77
H -4.37 -1.74 4.42
H -2.89 -2.01 5.26
H -3.11 -2.26 2.22
H -3.53 -3.58 3.27
H -1.07 -3.50 2.28
H -1.29 -3.96 3.97
H -0.62 -1.98 4.74
*
```

Mulliken atomic charge list, values in e, 2 entries: 2.371, -1.208